1.
The following is a quantum chemistry calculation of C28H48BrKNOSi3 as an isolated structure in a non-equilibrium geometry, from the OMol25 dataset.

Last column: Löwdin charge in e.
Positions of all 83 atoms, in Å:
K: -0.1980 -0.8889 -2.9453  0.65
C: -5.3364 -0.3861 2.5119  -0.03
C: -3.9735 0.0621 3.0451  -0.56
C: -3.9833 1.5610 3.1744  -0.06
C: -3.5599 -0.6364 4.3641  -0.02
C: -3.0039 -0.2881 1.9565  -0.15
C: -2.6487 0.5119 0.9036  -0.01
C: -1.8800 -0.2929 -0.0742  -0.31
Br: -3.2895 0.5201 -2.4030  -0.09
C: -1.1410 -2.6807 -0.1261  -0.42
O: -0.7130 -2.8935 -1.2863  -0.17
C: -0.5132 -2.9901 1.1059  -0.10
C: -1.0797 -2.1076 2.2220  -0.21
C: 0.7009 -3.9052 1.3293  -0.52
C: 1.1530 -4.6006 0.0753  -0.06
C: 1.8721 -3.0702 1.9022  -0.04
C: 0.2098 -4.9381 2.4169  -0.05
H: -6.1447 0.0476 3.1296  0.09
H: -5.4288 -1.4685 2.5468  0.08
H: -5.5255 -0.0260 1.5025  0.10
H: -4.6849 1.8837 3.9953  0.10
H: -4.2516 1.9825 2.2397  0.06
H: -2.9709 1.8983 3.4444  0.10
H: -4.1096 -0.1496 5.1681  0.08
H: -2.5464 -0.3720 4.6056  0.07
H: -3.6876 -1.7116 4.3416  0.08
H: -3.0106 1.4996 0.6973  0.09
H: -1.1901 -2.6727 3.1222  0.11
H: 1.3713 -3.9133 -0.7012  0.06
H: 0.3293 -5.2029 -0.2689  0.08
H: 1.9615 -5.2731 0.4136  0.09
H: 2.0584 -2.1919 1.2957  0.06
H: 2.7799 -3.6260 1.9461  0.07
H: 1.6027 -2.7127 2.8942  0.07
H: -0.7642 -5.4434 2.1922  0.09
H: 0.1041 -4.4190 3.3303  0.04
H: 0.9177 -5.7647 2.5294  0.07
C: 4.6015 1.9550 -2.0455  -0.18
Si: 3.1497 0.6441 -2.2241  0.39
C: 3.4946 -0.4079 -3.7550  -0.20
C: 3.3815 -0.5445 -0.7306  -0.17
C: 1.5603 1.5600 -2.1189  -0.49
Si: 1.0856 2.7356 -3.5008  0.35
C: 2.1428 2.7254 -5.0318  -0.19
C: -0.7027 2.5964 -4.0643  -0.21
C: 1.2143 4.5790 -2.9469  -0.20
Si: 0.9852 1.8708 -0.4490  0.38
C: 2.2767 2.4673 0.8250  -0.18
C: -0.5750 2.8595 -0.1614  -0.16
C: 0.2203 0.4188 0.4647  -0.27
C: 0.4192 0.0038 1.8282  -0.04
C: -0.2307 -0.9302 2.5669  -0.01
C: -2.4975 -1.6879 1.7019  -0.12
C: -2.3168 -1.7531 0.1473  -0.11
N: -0.6173 -0.0931 -0.3731  0.08
H: 5.5703 1.5909 -2.4330  0.02
H: 4.7112 2.3173 -1.0502  -0.01
H: 4.3060 2.8322 -2.6685  0.01
H: 2.6275 -0.7637 -4.3424  0.01
H: 4.0567 -1.2983 -3.4613  0.02
H: 4.1118 0.1014 -4.5493  0.04
H: 2.6623 -0.3228 0.0168  -0.04
H: 4.3095 -0.3166 -0.2168  0.03
H: 3.3054 -1.6086 -0.9272  0.02
H: 2.3937 1.7765 -5.4693  0.00
H: 3.1783 3.0659 -4.8915  0.03
H: 1.6839 3.2860 -5.8196  0.02
H: -0.5821 2.0217 -5.0389  0.04
H: -1.0198 3.5857 -4.4179  0.02
H: -1.5045 2.2447 -3.4017  -0.08
H: 2.2554 4.8515 -2.8370  0.01
H: 0.5708 4.6886 -2.0566  0.00
H: 0.7943 5.2885 -3.7155  0.03
H: 2.9172 3.2580 0.4076  0.02
H: 2.9723 1.6994 1.0751  0.00
H: 1.7192 2.9340 1.6938  0.04
H: -0.3973 3.9215 -0.4665  0.03
H: -0.8971 2.7622 0.8850  0.03
H: -1.4178 2.4710 -0.7893  0.03
H: 1.2089 0.6045 2.4024  0.13
H: -0.0669 -0.8600 3.6242  0.10
H: -3.2931 -2.3413 2.1334  0.15
H: -3.1939 -2.1300 -0.4152  0.16

Computed properties:
**Total charge**: -1
**E_LUMO**: 1.6988 eV
**Highest occupied orbital energy**: -0.1431 Ha
**HOMO-LUMO gap**: 5.592 eV
**Max |F|**: 3.18 eV/A
**E_tot**: -143354.559 eV

=====

2.
The following is a quantum chemistry calculation of C28H48ClIN2O7S as an isolated structure in a non-equilibrium geometry, from the OMol25 dataset.

Last column: Löwdin charge in e.
Positions of all 88 atoms, in Å:
C: 3.6879 -5.7216 1.8366  -0.18
C: 2.3147 -5.6803 1.1899  -0.29
C: 1.4535 -4.3935 1.3163  -0.63
I: 2.0028 -3.1470 2.9879  0.96
C: 1.3241 -3.5393 0.0889  -0.21
C: 0.1275 -2.9457 -0.2642  -0.15
C: -1.0775 -3.0606 0.6563  -0.15
C: -1.8451 -1.7675 0.9908  -0.20
C: -2.6821 -1.9039 2.2727  -0.14
C: -2.4775 -0.7820 3.2696  -0.16
O: -1.0699 -0.5013 3.4078  -0.05
C: -0.7542 0.0588 4.6115  -0.55
C: 0.2057 -0.7353 5.4285  0.00
O: -1.2127 1.1008 4.9496  0.14
C: 0.0585 -2.2301 -1.5223  -0.48
Cl: -1.4942 -1.6483 -2.0564  0.79
C: 1.1310 -1.9858 -2.3528  -0.18
C: 1.0975 -1.1727 -3.6175  -0.14
C: 2.2101 -0.1046 -3.6633  -0.20
C: 1.6311 1.2385 -4.1150  -0.21
C: 2.4879 2.4150 -3.6902  -0.18
C: 2.3467 2.8182 -2.1887  -0.17
C: 1.4977 1.9052 -1.3188  -0.20
C: 1.1454 2.5326 0.0511  -0.15
C: -0.3197 2.3444 0.3596  -0.16
O: -1.0410 3.3084 -0.4322  0.01
C: -2.3671 3.1905 -0.4356  -0.55
C: -3.0855 4.4433 -0.7829  0.04
O: -2.9428 2.1599 -0.2164  0.10
C: 2.3790 -2.5598 -1.9559  -0.30
N: 3.5270 -2.4891 -2.6150  -0.20
S: 4.6119 -3.3027 -1.7456  1.03
N: 3.6953 -3.7764 -0.5397  -0.23
C: 2.4628 -3.3278 -0.7460  -0.29
H: 4.2366 -6.5710 1.4384  0.07
H: 3.5948 -5.8799 2.9015  0.05
H: 4.2759 -4.8431 1.6329  0.03
H: 2.3785 -5.9300 0.1403  0.10
H: 1.7292 -6.4693 1.6486  0.10
H: 0.4789 -4.7505 1.5770  0.05
H: -1.7640 -3.7966 0.2434  0.13
H: -0.7595 -3.4520 1.6058  0.06
H: -2.5584 -1.6121 0.2084  0.05
H: -1.1823 -0.9146 1.0424  0.11
H: -3.7344 -1.8819 2.0117  0.12
H: -2.5160 -2.8518 2.7761  0.11
H: -2.8518 -1.0846 4.2433  0.13
H: -3.0225 0.1126 2.9860  0.09
H: 0.2051 -1.7573 5.0812  0.02
H: -0.1075 -0.6778 6.4605  0.09
H: 1.2028 -0.3359 5.2865  0.09
H: 1.2033 -1.8661 -4.4472  0.13
H: 0.1630 -0.6525 -3.7197  0.06
H: 2.6819 0.0210 -2.6982  0.09
H: 2.9713 -0.4174 -4.3516  0.08
H: 1.5914 1.2289 -5.2021  0.12
H: 0.6058 1.3492 -3.7772  0.10
H: 3.5172 2.1602 -3.9000  0.08
H: 2.2801 3.2911 -4.2948  0.10
H: 1.9953 3.8388 -2.1177  0.10
H: 3.3445 2.8177 -1.7575  0.11
H: 0.5552 1.6503 -1.7897  0.10
H: 2.0242 0.9841 -1.1009  0.10
H: 1.7457 2.1201 0.8516  0.11
H: 1.3307 3.6022 -0.0002  0.11
H: -0.6089 1.3380 0.0853  0.11
H: -0.5510 2.4939 1.4083  0.13
H: -4.1210 4.3083 -0.5182  0.08
H: -2.6536 5.3060 -0.2951  0.09
H: -3.0342 4.5801 -1.8578  0.10
C: -4.0074 2.5598 3.3025  -0.14
O: -4.9236 2.5140 2.2141  -0.13
H: -4.5416 2.9422 4.1683  0.08
H: -3.6207 1.5662 3.5350  0.04
H: -3.1680 3.2263 3.0806  0.08
H: -4.4438 2.1752 1.4495  0.04
C: -7.5121 4.9246 0.9611  -0.17
O: -7.4879 3.6793 0.2765  -0.13
H: -8.2815 5.5404 0.5015  0.07
H: -7.7528 4.7784 2.0171  0.08
H: -6.5472 5.4321 0.8726  0.07
H: -6.8044 3.1433 0.6917  0.05
C: 6.0339 0.2586 -3.6641  -0.14
O: 5.0977 0.3876 -4.7290  -0.14
H: 5.5931 0.7240 -2.7853  0.08
H: 6.2354 -0.7928 -3.4431  0.06
H: 6.9739 0.7643 -3.8996  0.08
H: 5.4818 -0.0221 -5.5092  0.08

Computed properties:
**Total charge**: 0
**E_LUMO**: -0.7609 eV
**Highest occupied orbital energy**: -0.3155 Ha
**HOMO-LUMO gap**: 7.824 eV
**Max |F|**: 1.19 eV/A
**E_tot**: -78584.736 eV